Record 1
{"formula": "C28H55AlCl2F5N4O11P3", "method": "the ωB97M-V functional and the def2-TZVPD basis", "symbols": ["C", "C", "C", "C", "P", "O", "O", "C", "C", "C", "C", "C", "C", "C", "C", "C", "C", "O", "C", "O", "C", "C", "P", "C", "O", "N", "C", "C", "C", "C", "C", "N", "C", "N", "N", "P", "O", "O", "O", "H", "H", "H", "H", "H", "H", "H", "H", "H", "H", "H", "H", "H", "H", "H", "H", "H", "H", "H", "H", "H", "H", "H", "H", "H", "H", "H", "H", "H", "H", "H", "H", "H", "H", "H", "H", "H", "H", "H", "H", "H", "H", "H", "H", "H", "H", "H", "H", "H", "H", "C", "C", "O", "C", "O", "O", "F", "H", "H", "H", "F", "Al", "F", "F", "F", "C", "Cl", "Cl", "H", "H"], "positions_angstrom": [[4.4122, 1.0249, 1.6389], [4.2502, 1.4682, 0.3078], [2.8985, 1.4900, -0.5212], [2.5190, 0.1086, -1.2741], [2.8671, 0.4146, -3.1627], [3.0325, -1.0356, -4.0274], [4.0404, 1.5794, -3.4521], [0.9178, -0.1626, -1.2983], [-0.0028, 0.9779, -1.8813], [-0.2195, 2.3372, -1.0883], [-1.6614, 2.9724, -1.5120], [-2.4587, 3.6324, -0.2933], [-3.8962, 4.1630, -0.8659], [-5.0556, 3.4822, 0.0147], [0.3947, -0.9995, -0.0319], [-1.1754, -1.1120, 0.1393], [-1.9810, 0.0211, 0.8559], [-2.2593, -0.3725, 2.2566], [-2.8115, 0.8199, 2.8561], [-3.8953, 1.3166, 2.4629], [-2.0828, 1.5722, 4.0695], [-1.3344, 2.9397, 3.6130], [1.1655, -0.4398, 1.6517], [0.5199, -1.6750, 2.9668], [0.6288, 1.0737, 2.1714], [1.0734, -2.3123, -0.1787], [0.4416, -3.4176, -0.8662], [0.8775, -3.6742, -2.4243], [-0.4484, -3.3468, -3.3236], [-1.1933, -4.6578, -3.8596], [-2.1338, -5.1945, -2.6541], [-3.2865, -5.9458, -3.2426], [2.5019, -2.2015, -0.3362], [3.1736, -3.3921, -0.1175], [3.2737, -1.0331, -0.6907], [4.8322, -1.4232, -1.2972], [5.7042, -0.2973, -1.8438], [4.8900, -2.7192, -2.4198], [5.7484, -2.0119, 0.0440], [5.4091, 0.5196, 1.9036], [3.6663, 1.1445, 2.4828], [5.2024, 1.8059, -0.2346], [2.9656, 2.3854, -1.2455], [2.0873, 1.8070, 0.2358], [2.1560, -1.3005, -4.3821], [4.5739, 1.8497, -2.6739], [0.8757, -0.9537, -2.1527], [0.2444, 1.2907, -2.9637], [-1.0597, 0.5212, -2.0077], [0.5509, 3.0959, -1.4943], [-0.0703, 2.3127, 0.0356], [-2.3552, 2.2100, -1.9958], [-1.4657, 3.7950, -2.2844], [-2.7087, 2.9079, 0.5449], [-1.8995, 4.5690, 0.0307], [-3.9543, 5.2990, -0.7701], [-4.0129, 3.8407, -1.9529], [-5.0047, 2.3419, 0.0005], [-5.0398, 3.8609, 1.0956], [-6.0549, 3.7896, -0.4697], [-1.6277, -1.2758, -0.9122], [-1.3941, -2.1014, 0.6921], [-1.5540, 1.0679, 0.8873], [-3.0204, 0.1077, 0.3631], [-2.9142, 1.8968, 4.7860], [-1.3508, 0.9157, 4.6414], [-1.6952, 3.8197, 4.2494], [-1.4772, 3.1738, 2.5035], [-0.2055, 2.8038, 3.7956], [0.2443, -1.1432, 3.9435], [1.3618, -2.4328, 3.1805], [-0.3776, -2.2748, 2.6105], [1.2716, 1.4730, 2.8067], [0.8133, -4.3883, -0.3515], [-0.6827, -3.5354, -0.8624], [1.6686, -2.9473, -2.7942], [1.2038, -4.7595, -2.5677], [-0.0781, -2.7650, -4.2514], [-1.1264, -2.6133, -2.7638], [-0.4960, -5.4499, -4.2833], [-1.8822, -4.3142, -4.7181], [-2.5361, -4.2431, -2.1421], [-1.4810, -5.7978, -1.9421], [-3.1827, -6.9280, -2.9567], [-4.1257, -5.5731, -2.7689], [3.3530, -4.0691, -0.8655], [3.4661, -3.5975, 0.8515], [5.5749, -2.5398, -3.0994], [5.7955, -2.9952, -0.0599], [-2.2921, 7.8967, 1.8959], [-3.2907, 7.0458, 2.6147], [-2.4954, 6.0258, 3.1856], [-1.2748, 6.5954, 3.3990], [-0.4318, 6.1307, 4.1052], [-1.1374, 7.7647, 2.7124], [-4.1612, 6.4787, 1.7463], [-2.0705, 7.5276, 0.8904], [-2.6061, 8.9389, 1.8257], [-3.8412, 7.5668, 3.4033], [-0.0231, -2.8983, 8.7993], [-0.6574, -2.0431, 7.3853], [-1.7588, -3.1070, 6.4937], [0.6872, -1.5707, 6.3237], [-1.5307, -0.5933, 7.9081], [2.9427, -6.4489, -5.0887], [3.4374, -5.1281, -4.0212], [3.1252, -8.0161, -4.2937], [1.8977, -6.3102, -5.3615], [3.5630, -6.4312, -5.9831]], "atomic_forces_ev_per_a": [[0.3414, 0.6009, -2.0563], [0.4451, -0.9124, 1.4554], [0.2233, 1.8047, 1.5836], [0.5204, 1.7349, 0.6003], [-2.8437, 2.2356, -2.1440], [1.0690, 0.0503, 1.2879], [-0.1306, -1.7334, 1.1919], [0.4178, -1.0547, -1.8300], [-1.4125, 0.6245, -0.0450], [-0.0659, 1.0984, -1.0873], [0.3300, 0.2743, 0.7990], [-0.7954, 0.8370, -1.6123], [0.2174, -0.8972, 1.1552], [-0.5328, 0.7645, -0.7848], [-0.9811, 1.5150, 0.3052], [-0.3325, -1.4926, -1.2566], [-1.4703, 0.0860, -0.1465], [0.0768, 2.6491, -0.1261], [-2.6720, 1.7070, 0.4783], [3.8899, -2.1541, 0.6394], [0.0311, -0.0530, 0.0224], [0.4499, -0.3856, 0.1097], [1.3090, -0.7210, 1.6677], [-0.3158, -0.6257, -0.1912], [0.1096, -0.7026, -0.3527], [2.9299, 2.9740, -0.4232], [0.9064, -4.4914, -0.9764], [-1.8444, 0.9891, 0.0498], [1.6539, -0.1951, -1.3135], [-1.1397, 1.3114, 0.7268], [0.7342, 0.9128, -1.2998], [0.3942, 0.1248, 1.5760], [-1.6048, 0.4366, 0.6284], [0.7783, -0.1104, -0.0751], [-2.8739, -3.6225, -0.2172], [6.5409, -0.3426, -0.2568], [-3.2818, -1.8041, 0.8754], [-0.7495, 1.6222, 2.1551], [-2.3829, -0.4155, -2.5190], [-1.2996, 1.6493, -0.1109], [0.5832, -0.8665, -1.4991], [-1.3956, -1.3620, 0.5512], [-0.3456, -1.6023, 0.7840], [0.9702, -0.7994, -1.3549], [0.7109, 0.7510, 0.2833], [0.1174, -0.6918, -0.5691], [-0.2517, 1.0285, 1.2461], [0.1096, -0.8583, 1.8189], [1.6961, 0.3969, 0.4181], [-0.9631, -1.1950, 0.8374], [-0.3731, -0.2690, -1.3219], [1.0026, 0.7228, 0.5686], [-0.4030, -1.1754, 0.9885], [0.7345, 0.9687, -0.9317], [-0.4593, -1.4639, 0.1250], [-0.0168, -1.5572, -0.2979], [0.1274, 0.5857, 1.3411], [0.1059, 1.5549, 0.0812], [0.0606, -0.6493, -1.5683], [1.3122, -0.5322, 0.9364], [0.5384, 0.3292, 1.5533], [0.3088, 1.6447, -0.6578], [-0.0053, -1.4289, -0.3928], [1.6802, -0.1234, 0.4912], [1.0797, -0.8095, -1.1391], [-1.0735, 0.6659, -0.8679], [0.5512, -1.3947, -1.0588], [0.0790, -0.2527, 1.5714], [-1.8104, 0.4169, -0.2554], [0.5006, -0.7127, -1.3779], [-1.1793, 1.3437, -0.2774], [1.0093, 0.8672, 0.5998], [-0.5854, -0.5882, -0.7600], [-0.7177, 1.6319, -0.4708], [1.4030, 1.0778, 0.6440], [-0.5406, -1.1173, 0.8125], [-0.4279, 1.6912, 0.2273], [-0.5781, -0.8089, 1.2993], [0.7174, -1.2472, -0.7820], [-0.7031, 1.0316, 0.7232], [0.9302, -0.7177, 1.3617], [0.6640, -1.5434, -0.5391], [-1.0058, 0.7127, -0.6386], [-0.3990, 0.5365, -0.2747], [0.4675, -0.6693, -0.4926], [-0.1086, 0.5436, 0.5025], [-0.4623, 0.0981, -1.0012], [-0.4973, 0.3442, 0.5214], [0.0149, 1.0619, 0.2460], [0.1282, 0.8260, -0.5035], [-0.4697, -0.5025, -0.2466], [0.1899, 0.7658, 0.0825], [1.2957, -0.5488, 0.8047], [-0.6383, 0.3594, -0.6352], [-0.2058, -0.4747, 0.2896], [-0.1934, -0.0361, 0.0359], [-0.1956, -0.1526, 0.0892], [0.1922, -0.0547, 0.1282], [-0.1093, -0.1196, -0.0996], [-0.5866, 0.8812, -1.5165], [-0.2273, -0.1709, 0.5071], [1.1434, 1.0836, 0.6988], [-1.2113, -0.3297, 0.6647], [0.9078, -1.3639, -0.6776], [-0.0972, -0.1607, -0.2339], [0.1848, 0.1159, -0.1591], [-0.0512, 0.0253, -0.0804], [0.1310, -0.0119, 0.1469], [0.0011, 0.0106, 0.2172]], "multiplicity": 1, "homo_lumo_gap_ha": 0.235, "e_tot_ha": -4832.83061}

Record 2
{"formula": "C2H15N2O3", "method": "the ωB97M-V functional and the def2-TZVPD basis", "symbols": ["N", "C", "C", "N", "H", "H", "H", "H", "H", "H", "H", "H", "H", "H", "H", "O", "H", "H", "O", "H", "H", "O"], "positions_angstrom": [[0.2932, 2.8840, 0.7626], [0.8025, 1.7394, -0.1505], [1.8224, 0.9593, 0.6445], [1.8006, -0.3792, 0.0172], [-0.7075, 3.0120, 0.6565], [0.2619, 2.5051, 1.7148], [0.6682, 3.8292, 0.7619], [-0.1122, 1.1783, -0.2370], [1.1059, 2.1149, -1.1219], [2.8515, 1.3181, 0.6839], [1.5070, 0.7920, 1.6714], [2.6444, -0.4671, -0.5340], [1.7492, -1.1602, 0.6532], [-1.8750, -1.4840, -1.5123], [-3.1939, -1.0693, -1.7739], [-2.5992, -1.0628, -1.0090], [-0.5755, -1.3939, 0.5561], [-1.9000, -0.6421, 0.9299], [-0.9560, -0.5379, 0.7775], [-0.7524, -3.5690, -0.3001], [0.1093, -3.3372, -1.4714], [-0.4947, -2.8455, -0.8936]], "atomic_forces_ev_per_a": [[-1.0812, -0.1145, 0.5175], [-0.3298, 1.1125, 1.0123], [0.0451, -2.0954, -0.2876], [0.7868, 0.4495, -0.6183], [-0.3914, 0.1438, -0.8240], [0.7849, 0.1876, 0.0819], [0.6760, -0.1375, -0.0986], [0.0704, -0.7770, -0.2427], [0.1935, 0.2333, 0.1297], [-0.2206, 0.6055, -0.1756], [-0.3023, 0.4408, 0.1813], [-0.0867, -0.3990, -0.0346], [0.0552, 0.1873, 0.2234], [0.3948, 0.0675, 1.1783], [-0.8562, 0.3610, 0.5608], [-0.3019, -0.4146, -2.1555], [-0.3033, 0.0259, -0.2982], [0.1149, -0.3595, -0.3047], [0.5690, 0.7928, 1.1854], [-0.3827, 0.3344, 0.0154], [0.0424, 0.5099, -0.1351], [0.5230, -1.1542, 0.0888]], "multiplicity": 1, "homo_lumo_gap_ha": 0.360, "charge": 1, "de_lowest_kcal_mol": 33.79, "e_tot_ha": -420.15938}

Record 3
{"formula": "C46H42BBrCl3N11O6SSr", "method": "the ωB97M-V functional and the def2-TZVPD basis", "symbols": ["Sr", "Br", "C", "C", "C", "C", "C", "C", "N", "N", "C", "C", "C", "C", "O", "C", "N", "C", "C", "C", "C", "H", "H", "H", "H", "H", "H", "H", "H", "H", "O", "N", "N", "O", "C", "C", "C", "C", "C", "C", "H", "H", "H", "H", "H", "Cl", "C", "C", "C", "Cl", "C", "O", "C", "Cl", "C", "H", "H", "C", "N", "C", "C", "N", "C", "S", "C", "C", "C", "C", "C", "N", "H", "H", "H", "H", "H", "H", "H", "H", "H", "N", "C", "C", "N", "C", "C", "N", "H", "H", "H", "H", "H", "C", "C", "C", "O", "B", "O", "C", "C", "C", "H", "H", "H", "H", "H", "H", "H", "H", "H", "H", "H", "H"], "positions_angstrom": [[-0.8483, -1.4716, 0.3495], [2.6656, 8.7388, -2.7031], [1.9397, 7.1777, -3.5529], [2.3882, 6.7878, -4.8157], [1.8515, 5.6881, -5.4304], [0.8057, 4.8812, -4.8420], [0.4242, 5.2994, -3.5119], [0.9634, 6.4212, -2.9210], [0.2648, 3.9462, -5.5906], [-0.6875, 3.1296, -4.9510], [-0.2966, 2.4068, -3.9698], [1.0745, 2.2569, -3.4747], [1.3154, 1.5465, -2.3514], [0.3115, 0.8945, -1.6119], [0.6981, 0.3699, -0.3047], [-0.9851, 0.8027, -2.0769], [-1.9320, 0.0399, -1.4436], [-3.1626, 0.0107, -1.9479], [-3.5641, 0.6866, -3.0766], [-2.5957, 1.4561, -3.7417], [-1.3127, 1.5388, -3.2835], [3.1721, 7.3528, -5.3090], [2.2049, 5.3882, -6.4095], [-0.3229, 4.7350, -2.9734], [0.6219, 6.7129, -1.9317], [1.8760, 2.7256, -4.0244], [2.3380, 1.4715, -1.9843], [-3.8718, -0.6130, -1.4087], [-4.5835, 0.6157, -3.4297], [-2.8386, 2.0199, -4.6359], [-2.2781, -2.6978, 1.8263], [-3.3250, -3.1885, 1.3193], [-3.3069, -3.2990, 0.0350], [-2.3166, -2.9800, -0.7483], [-4.5267, -3.7585, -0.5646], [-5.5661, -4.2841, 0.1912], [-6.7120, -4.7086, -0.4598], [-6.8210, -4.6068, -1.8436], [-5.7749, -4.0685, -2.5762], [-4.6140, -3.6429, -1.9424], [-5.4695, -4.3581, 1.2634], [-7.5255, -5.1219, 0.1227], [-7.7147, -4.9548, -2.3445], [-5.8534, -3.9666, -3.6504], [-3.7821, -3.2160, -2.4812], [2.5506, -7.1873, -3.6713], [1.9354, -6.0429, -2.4846], [1.5080, -4.7898, -2.8935], [1.0162, -3.9131, -1.9529], [0.4584, -2.3338, -2.4727], [0.9192, -4.2081, -0.5593], [0.4688, -3.3857, 0.2845], [1.3857, -5.5083, -0.2289], [1.3291, -5.9787, 1.4585], [1.8740, -6.4077, -1.1527], [1.5558, -4.4965, -3.9320], [2.2043, -7.3864, -0.8326], [-0.2739, -2.5037, 5.7883], [0.9818, -2.6413, 5.0815], [1.9214, -3.6169, 5.3210], [2.8710, -3.4830, 4.3795], [2.4985, -2.4343, 3.5544], [1.3119, -1.8932, 3.9925], [0.4306, -0.5479, 3.5074], [3.2461, -2.1652, 2.3535], [4.6278, -2.3348, 2.4205], [5.3320, -2.2154, 1.2392], [4.6434, -1.9228, 0.0717], [3.2759, -1.7267, 0.1440], [2.5816, -1.8497, 1.2761], [-0.1492, -2.9048, 6.7935], [-1.0652, -3.0384, 5.2612], [-0.5382, -1.4494, 5.8290], [1.8290, -4.3142, 6.1319], [3.7513, -4.0624, 4.1866], [5.1278, -2.5311, 3.3578], [6.4070, -2.3489, 1.2345], [5.1457, -1.8415, -0.8812], [2.7048, -1.4609, -0.7299], [-6.2385, 0.7848, 2.0523], [-4.8851, 1.0638, 2.0567], [-3.9593, 0.1254, 1.5604], [-2.6774, 0.3956, 1.5111], [-2.2717, 1.6000, 1.9353], [-3.1820, 2.5055, 2.4313], [-4.4926, 2.2427, 2.5050], [-6.5002, -0.1869, 2.0359], [-6.7774, 1.3625, 2.6776], [-4.2909, -0.8517, 1.2271], [-1.2205, 1.8355, 1.8658], [-2.8475, 3.4750, 2.7818], [2.1858, 4.6901, 0.5168], [1.7833, 3.4248, 1.2574], [0.9520, 3.7759, 2.4838], [0.9421, 2.6568, 0.3826], [1.3455, 1.3473, 0.4329], [2.4554, 1.1452, 1.2078], [2.9689, 2.4370, 1.5797], [4.1995, 2.6799, 0.7170], [3.3580, 2.3727, 3.0446], [1.3043, 5.3116, 0.3622], [2.5951, 4.4723, -0.4663], [2.9144, 5.2663, 1.0895], [0.0792, 4.3387, 2.1532], [1.5104, 4.3876, 3.1925], [0.6082, 2.8810, 3.0031], [3.9397, 2.7478, -0.3381], [4.8780, 1.8355, 0.8449], [4.7216, 3.5933, 1.0024], [2.5532, 1.9675, 3.6549], [3.6328, 3.3607, 3.4186], [4.2218, 1.7162, 3.1566]], "atomic_forces_ev_per_a": [[0.6896, 0.7799, 0.2902], [0.0142, -0.0355, 0.0010], [-0.0115, 0.0117, -0.0375], [0.1271, 0.1040, -0.0004], [-0.0565, -0.1178, -0.0132], [-0.0011, 0.7605, -0.1884], [0.0132, -0.1449, -0.0533], [-0.0078, 0.0292, 0.2046], [0.0149, -0.7776, 0.3440], [-0.1267, 0.8216, -0.4385], [0.1743, -0.9846, 0.5032], [-0.3560, 0.1772, -0.3743], [0.0371, -0.0500, 0.1452], [0.3474, -0.1696, 0.3648], [0.4058, 0.5904, -0.1889], [-0.2549, 0.2130, -0.1933], [0.2092, 0.3195, -0.1179], [-0.0145, -0.0944, 0.1102], [0.1332, 0.0620, -0.0537], [-0.3799, -0.0368, -0.2340], [0.5232, 0.1234, 0.0910], [-0.0101, 0.0134, -0.0096], [-0.0010, 0.0149, -0.0538], [-0.0245, 0.0058, 0.0161], [-0.0063, -0.0106, -0.0308], [0.0038, 0.0293, 0.0116], [0.0332, -0.0311, 0.0176], [-0.0316, -0.0502, 0.0313], [-0.0212, 0.0047, -0.0104], [0.0063, -0.0005, 0.0371], [-0.4407, -0.3288, 0.3306], [-0.0784, -0.0717, -0.0739], [-0.5065, -0.3032, 0.0650], [-0.6025, -0.2281, 0.2074], [0.4789, 0.1399, -0.0625], [-0.1513, -0.0751, -0.0356], [0.0140, 0.0277, -0.0520], [-0.0241, -0.0409, 0.0502], [0.0910, 0.0498, 0.0434], [-0.2840, -0.0971, -0.0642], [0.0226, -0.0094, -0.0067], [-0.0321, -0.0326, -0.0132], [-0.0456, 0.0259, -0.0106], [-0.0216, -0.0347, -0.0337], [0.0335, 0.0026, -0.0053], [-0.0330, 0.0922, 0.0926], [0.0359, -0.0969, -0.1057], [0.0141, 0.0072, -0.0257], [-0.0766, 0.1339, -0.1547], [0.1963, -0.2774, 0.1385], [-0.0706, 0.1036, -0.0409], [0.3961, -0.5821, 0.0620], [0.0538, -0.0714, 0.1217], [0.0223, 0.0685, -0.1242], [0.0634, -0.1230, 0.0110], [-0.0128, -0.0112, -0.0400], [0.0041, 0.0046, -0.0060], [0.0134, 0.0248, 0.0701], [-0.3138, 0.0095, 0.0204], [0.2554, 0.0214, -0.1233], [-0.1834, -0.1696, 0.1867], [0.0052, 0.1019, -0.3373], [0.0445, 0.1406, 0.0116], [0.1271, -0.0808, -0.3113], [-0.0303, -0.0045, 0.5715], [-0.0347, 0.1350, -0.1319], [0.0865, -0.0159, -0.0273], [-0.0007, -0.0155, -0.0388], [-0.0469, 0.0364, 0.2206], [-0.0417, 0.1397, -0.0947], [-0.0266, -0.0105, -0.0176], [0.0017, 0.0288, -0.0070], [0.0088, -0.0354, 0.0234], [-0.0142, -0.0519, 0.0122], [0.0024, -0.0878, -0.0211], [-0.0044, -0.0040, 0.0090], [-0.0136, 0.0137, -0.0267], [0.0459, 0.0274, -0.0085], [-0.1732, 0.0561, -0.2008], [-0.0550, 0.0660, 0.0643], [0.1391, -0.1683, -0.1292], [-0.1267, 0.1298, 0.1179], [0.2972, -0.0402, 0.0723], [-0.2176, -0.0626, -0.0412], [-0.0315, -0.0446, -0.0406], [0.0481, 0.1557, 0.0723], [0.0338, 0.0175, 0.0090], [0.0028, -0.0284, -0.0344], [0.0183, -0.0369, -0.0146], [0.0890, -0.0071, -0.0478], [-0.0805, 0.0136, 0.0207], [-0.0189, 0.0194, 0.0706], [-0.0007, -0.0285, -0.0245], [-0.0700, 0.0037, 0.0240], [0.0349, 0.1503, 0.3004], [-0.4209, -0.1100, -0.6117], [0.0499, -0.1288, -0.0106], [-0.0156, 0.0434, -0.0452], [0.0557, -0.0541, -0.0197], [0.1134, 0.0264, 0.0935], [-0.0185, -0.0030, -0.0021], [0.0034, -0.0300, -0.0301], [0.0272, 0.0323, 0.0354], [-0.0390, 0.0181, -0.0056], [0.0265, 0.0504, -0.0057], [0.0060, -0.0771, 0.0060], [-0.0384, -0.0178, -0.0317], [0.0208, -0.0175, 0.0170], [-0.0134, 0.0463, 0.0164], [-0.0530, 0.0086, -0.0334], [0.0231, 0.0248, 0.0001], [0.0279, -0.0397, -0.0087]], "multiplicity": 1, "homo_lumo_gap_ha": 0.131, "charge": -2, "de_lowest_kcal_mol": 17.37, "e_tot_ha": -7240.43969}